Entry 1:
The following is a quantum chemistry calculation of a molecular structure, C11H19Cl3HfO4S at a distorted geometry, from the Open Molecules 2025 dataset.

Structure (XYZ):
```
39
Properties=species:S:1:pos:R:3:mulliken_charge:R:1
C -0.620 0.790 -2.343 0.316
C -1.485 -0.318 -2.171 0.428
C -0.686 -1.449 -1.852 0.455
C -2.955 -0.240 -2.270 -0.988
C 0.676 -1.029 -1.845 0.335
C 0.702 0.347 -2.153 0.467
C 1.917 1.199 -2.267 -1.551
C -1.056 2.179 -2.633 -1.528
C -1.209 -2.766 -1.449 -0.996
C 1.881 -1.853 -1.574 -1.443
Hf 0.347 1.000 2.060 1.204
Cl -3.711 -1.734 0.590 -0.867
Cl -1.559 2.046 1.237 -0.448
Cl 0.184 -1.277 1.658 -0.362
H -3.289 0.773 -2.018 0.206
H -3.400 -0.925 -1.511 0.119
H -3.338 -0.500 -3.262 0.155
H -2.080 -2.575 -0.781 -0.008
H -0.452 -3.339 -0.902 0.257
H -1.588 -3.371 -2.289 0.206
H 1.624 -2.759 -1.020 0.344
H 2.628 -1.295 -0.993 0.276
H 2.370 -2.172 -2.506 0.216
H 2.710 0.898 -1.572 0.280
H 1.692 2.251 -2.059 0.288
H 2.314 1.141 -3.296 0.253
H -2.047 2.342 -2.193 0.343
H -1.167 2.337 -3.715 0.185
H -0.346 2.923 -2.250 0.339
O 1.743 1.570 0.981 -0.427
H 2.702 1.821 0.997 0.265
C 1.544 -0.086 5.862 -0.834
S 0.297 0.991 5.098 1.270
O -0.791 0.220 4.476 -0.614
O 0.054 2.083 6.011 -0.608
O 1.068 1.575 3.846 -0.444
H 1.193 -0.307 6.869 0.334
H 2.468 0.495 5.996 0.299
H 1.663 -0.986 5.244 0.279
```

Molar mass   532.2 g mol⁻¹
Total charge   -2
2S+1   1
Total energy   -2558.4865 Eh
Energy relative to the best compared isomer or geometry (same formula, charge and spin)   2.3332 eV

Entry 2:
The following is a quantum chemistry calculation of a molecular structure, C11H19F3NbO4S3 at a distorted geometry, from the Open Molecules 2025 dataset.

Structure (XYZ):
```
41
Properties=species:S:1:pos:R:3:mulliken_charge:R:1
C -3.270 2.745 3.386 -0.835
S -1.955 1.475 3.756 0.929
O -1.267 1.866 5.052 -0.687
O -2.672 0.142 4.010 -0.606
Nb -0.331 1.164 1.848 -0.438
S -2.230 0.406 0.394 -0.415
C 1.226 0.780 0.174 -0.710
O 0.626 0.706 -1.164 -0.213
C 0.546 -0.604 -1.646 0.722
F 1.719 -1.040 -2.337 -0.283
F 0.270 -1.584 -0.677 -0.154
F -0.568 -0.647 -2.579 -0.264
C 0.107 -0.960 2.603 1.111
C -0.795 -2.201 2.317 -0.440
C -0.365 -3.588 2.844 -0.477
C 0.932 -3.787 3.657 -0.344
C 1.813 -2.550 3.976 -0.395
C 1.408 -1.146 3.461 -0.480
H -2.878 3.814 3.352 0.275
H -4.067 2.643 4.214 0.278
H -3.762 2.440 2.399 0.223
H -0.630 2.870 1.264 0.053
H 1.064 1.791 2.855 0.078
H -2.364 1.192 -0.740 0.146
H 1.898 1.723 0.189 0.287
H 1.909 -0.091 0.441 0.405
H -1.749 -2.112 1.692 0.198
H -1.025 -4.479 2.599 0.277
H 1.260 -4.816 4.018 0.292
H 2.781 -2.677 4.572 0.275
H 2.089 -0.263 3.729 0.202
C 0.782 1.483 -4.902 -0.547
S 2.014 1.003 -6.130 0.499
O 2.020 2.052 -7.195 -0.641
C 1.094 -0.414 -6.770 -0.880
H 1.132 2.384 -4.397 0.322
H -0.171 1.691 -5.391 0.351
H 0.659 0.686 -4.169 -0.041
H 0.121 -0.088 -7.142 0.292
H 0.965 -1.153 -5.977 0.323
H 1.665 -0.855 -7.587 0.312
```

Molar mass   461.4 g mol⁻¹
Total charge   -1
2S+1   1
Total energy   -2282.3440 Eh

Entry 3:
The following is a quantum chemistry calculation of 2 unconnected molecules or ions with the total composition C11H19INO3S at a distorted geometry, from the Open Molecules 2025 dataset.

Structure (XYZ):
```
36
Properties=species:S:1:pos:R:3:mulliken_charge:R:1
C 1.800 0.484 2.841 -0.045
C 2.177 1.127 1.873 -0.405
C 2.865 1.939 0.736 -0.531
C 3.295 1.056 -0.520 -0.616
C 2.101 0.698 -1.495 -0.560
S 1.075 -0.769 -0.960 0.381
C 2.103 -1.894 0.092 -0.343
C 1.505 -3.357 0.200 0.069
O 1.623 -4.185 -0.656 -0.407
I 0.406 -3.786 2.051 0.046
C -0.313 -0.037 0.004 -0.334
C -1.765 -0.596 -0.448 -0.145
O -1.922 -1.307 -1.424 -0.559
N -2.877 -0.143 0.393 0.192
C -3.685 0.907 -0.274 -0.856
C -3.702 -1.281 0.865 -0.799
H 1.177 -0.093 3.563 0.392
H 2.216 2.821 0.436 0.301
H 3.823 2.379 1.157 0.366
H 4.014 1.702 -1.121 0.384
H 3.898 0.175 -0.163 0.296
H 2.473 0.457 -2.541 0.446
H 1.360 1.556 -1.571 0.268
H 3.130 -1.982 -0.391 0.438
H 2.278 -1.501 1.134 0.345
H -0.337 1.071 -0.234 0.520
H -0.264 -0.201 1.115 0.319
H -4.575 1.145 0.389 0.340
H -4.099 0.534 -1.263 0.381
H -3.100 1.856 -0.434 0.202
H -3.118 -2.200 1.146 0.258
H -4.527 -1.543 0.126 0.318
H -4.248 -0.950 1.810 0.331
O -1.234 1.923 -1.991 -0.598
H -1.705 2.752 -2.142 0.299
H -1.848 1.243 -2.300 0.306
```

Molar mass   372.2 g mol⁻¹
Total charge   +1
2S+1   1
Total energy   -1406.5009 Eh
Energy relative to the best compared isomer or geometry (same formula, charge and spin)   3.6115 eV

Entry 4:
The following is a quantum chemistry calculation of a molecular structure, C11H19N10ORhS at a distorted geometry, from the Open Molecules 2025 dataset.

Structure (XYZ):
```
43
Properties=species:S:1:pos:R:3:mulliken_charge:R:1
Rh -0.092 0.252 -0.134 0.164
C 2.821 -2.652 2.610 -1.167
N 1.483 -2.467 3.137 0.050
C 1.014 -3.552 3.979 -0.998
C 0.604 -1.702 2.417 0.326
N 0.813 -1.302 1.209 -0.191
N -0.529 -1.323 3.107 -0.103
C -1.597 -0.601 2.624 0.534
N -2.524 -0.291 3.574 -0.410
N -1.688 -0.238 1.396 -0.402
H 3.459 -2.979 3.430 0.308
H 3.204 -1.701 2.240 0.451
H 2.866 -3.405 1.816 0.398
H 1.859 -3.930 4.552 0.359
H 0.614 -4.373 3.374 0.304
H 0.248 -3.233 4.683 0.311
H 1.625 -1.726 0.772 0.148
H -0.509 -1.461 4.107 0.248
H -2.574 -0.782 4.450 0.188
H -3.354 0.198 3.286 0.223
H -2.556 0.244 1.177 0.205
O 1.735 1.244 -0.525 -0.736
N 2.595 0.691 -1.392 0.640
C 3.792 1.356 -1.626 -0.624
C 4.580 1.024 -2.679 -0.368
C 4.205 -0.006 -3.577 -0.459
C 2.967 -0.633 -3.367 -0.682
C 2.153 -0.269 -2.327 0.390
S 0.552 -0.925 -2.135 -0.110
H 4.017 2.132 -0.914 0.421
H 5.506 1.557 -2.830 0.411
H 4.831 -0.284 -4.405 0.405
H 2.622 -1.413 -4.026 0.417
N -2.090 4.207 -4.748 -0.358
C -1.504 3.277 -3.983 0.704
N -0.401 2.661 -4.448 -0.288
N -2.040 3.028 -2.815 -0.546
C -1.690 2.218 -1.909 0.476
N -1.556 1.541 -0.963 -0.372
H -1.776 4.399 -5.682 0.188
H -2.925 4.658 -4.418 0.242
H -0.045 2.853 -5.368 0.203
H 0.087 1.991 -3.877 0.100
```

Molar mass   442.3 g mol⁻¹
Total charge   +1
2S+1   6
Total energy   -1561.7869 Eh
Energy relative to the best compared isomer or geometry (same formula, charge and spin)   0.4492 eV